one | 16
Properties=species:S:1:pos:R:3:mulliken_charge:R:1 method="wB97M-V/def2-TZVPD" homo_energy_ev=-14.601 orbital_gap_ev=9.78 smiles="CC(=[NH2+])CCO" multiplicity=1 charge=+1
C -1.933 0.492 -0.029 -0.38
C 1.900 0.249 0.930 -1.12
C -0.545 -0.358 0.149 -0.88
C 0.950 -0.134 -0.115 0.88
N 1.414 -0.131 -1.328 -0.31
O -2.986 -0.315 -0.493 -0.48
H -1.572 1.077 -0.854 0.37
H 1.983 -0.672 1.715 0.32
H 1.700 1.208 1.418 0.31
H 2.917 0.430 0.448 0.35
H -2.175 1.011 0.954 0.29
H -0.614 -0.763 1.209 0.32
H -0.773 -1.044 -0.575 0.47
H 0.739 -0.154 -2.084 0.27
H 2.403 -0.094 -1.614 0.26
H -3.409 -0.802 0.270 0.34


two | 16
Properties=species:S:1:pos:R:3:mulliken_charge:R:1 method="wB97M-V/def2-TZVPD" homo_energy_ev=-12.996 orbital_gap_ev=8.73 smiles="[NH3+]CCCC=O" multiplicity=1 charge=+1
C 0.773 0.218 0.847 -0.72
C -0.405 -0.187 0.073 -0.59
C -0.203 -0.033 -1.447 -0.78
C -1.508 0.084 -2.387 -0.09
O -1.842 1.205 -2.527 -0.40
N 0.882 -0.086 2.212 -0.32
H 1.621 -0.221 0.288 0.35
H 0.934 1.351 0.656 0.28
H -0.737 -1.202 0.158 0.45
H -1.252 0.264 0.525 0.45
H 0.250 1.025 -1.523 0.29
H 0.495 -0.714 -1.881 0.45
H -1.861 -0.798 -2.868 0.40
H 0.366 0.458 2.974 0.40
H 1.941 -0.245 2.450 0.42
H 0.545 -1.121 2.451 0.43


three | 16
Properties=species:S:1:pos:R:3:mulliken_charge:R:1 method="wB97M-V/def2-TZVPD" homo_energy_ev=-12.457 orbital_gap_ev=8.12 multiplicity=1 charge=+1
C -1.761 0.063 -0.695 0.05
C 0.568 0.525 0.846 -0.31
C -1.483 -1.273 -0.301 -1.00
C 2.709 0.133 -0.121 -0.62
N -1.956 0.954 0.153 -0.14
O 1.337 0.101 -0.111 -0.14
H -1.940 0.357 -1.660 0.46
H 0.893 0.980 1.863 0.15
H -0.964 -1.295 0.649 0.39
H -0.821 -1.768 -1.022 0.31
H -2.411 -1.844 -0.338 0.35
H 3.199 -0.802 -0.062 0.28
H 2.955 0.689 0.758 0.31
H 3.139 0.574 -1.003 0.25
H -1.695 1.920 -0.059 0.29
H -1.769 0.686 1.101 0.37


four | 16
Properties=species:S:1:pos:R:3:mulliken_charge:R:1 method="wB97M-V/def2-TZVPD" homo_energy_ev=-14.512 orbital_gap_ev=9.52 multiplicity=1 charge=+1
C 0.969 1.599 -0.235 -1.49
C 1.192 0.209 0.250 1.04
C 2.300 -0.492 0.056 -0.91
C -1.166 -0.030 0.927 -0.26
N 0.024 -0.458 0.743 0.01
H 0.188 1.679 -0.995 0.38
H 1.877 1.963 -0.707 0.35
H 0.742 2.299 0.574 0.39
H 2.384 -1.493 0.469 0.26
H 3.146 -0.118 -0.494 0.28
H -1.863 -0.692 1.415 0.27
H -1.421 0.995 0.691 0.35
H 0.266 -1.273 1.304 0.31
H -2.760 -0.818 -1.845 0.31
H -3.292 -2.028 -1.091 0.32
O -2.586 -1.342 -1.064 -0.60


Short version: three is the least stable of them.


one | 16
Properties=species:S:1:pos:R:3:mulliken_charge:R:1 method="wB97M-V/def2-TZVPD" homo_energy_ev=-13.297 orbital_gap_ev=9.36 smiles="[NH3+]CCCC=O" multiplicity=1 charge=+1
C 0.570 -0.687 1.111 -0.73
C 0.101 -0.665 -0.321 -0.55
C -1.043 0.313 -0.573 -0.29
C -1.474 0.308 -2.025 -0.18
O -1.793 1.312 -2.601 -0.43
N 1.409 0.553 1.416 -0.30
H -0.176 -0.736 1.895 0.39
H 1.211 -1.541 1.307 0.37
H 0.909 -0.477 -1.041 0.35
H -0.143 -1.696 -0.590 0.38
H -1.958 0.026 -0.036 0.32
H -0.847 1.343 -0.273 0.26
H -1.512 -0.652 -2.569 0.37
H 0.805 1.374 1.439 0.34
H 1.985 0.671 0.592 0.35
H 1.958 0.555 2.271 0.35


two | 16
Properties=species:S:1:pos:R:3:mulliken_charge:R:1 method="wB97M-V/def2-TZVPD" homo_energy_ev=-15.190 orbital_gap_ev=11.45 smiles="C[NH2+][C@@H](C)C=O" multiplicity=1 charge=+1
O -0.367 0.006 2.065 -0.48
C -0.141 0.901 1.283 0.10
C 0.115 0.526 -0.157 -0.04
N -0.086 -0.992 -0.271 -0.22
C 0.919 -1.667 -1.112 -0.85
C -0.499 1.520 -1.267 -1.15
H -0.259 1.972 1.560 0.37
H 1.236 0.537 -0.216 0.30
H -1.042 -0.995 -0.638 0.38
H -0.272 -1.295 0.699 0.38
H 1.778 -1.864 -0.482 0.34
H 0.487 -2.605 -1.465 0.37
H 1.052 -1.073 -2.007 0.36
H -1.597 1.522 -1.002 0.38
H -0.027 2.485 -1.192 0.38
H -0.367 1.122 -2.258 0.37


Short version: two is the least stable of them.


one | 10
Properties=species:S:1:pos:R:3:mulliken_charge:R:1 method="wB97M-V/def2-TZVPD" homo_energy_ev=-11.088 orbital_gap_ev=10.54 smiles="[H]/N=C1/NC(=O)OC1=O" multiplicity=1
C 0.640 0.444 0.006 0.42
C -1.552 -0.265 0.015 0.39
C 0.569 -1.083 -0.004 0.71
H 2.480 0.666 -0.072 0.26
H -1.029 1.752 0.069 0.19
N 1.626 1.215 -0.048 -0.69
N -0.685 0.816 0.070 -0.03
O -2.735 -0.268 -0.043 -0.47
O -0.778 -1.415 -0.013 -0.31
O 1.465 -1.863 0.021 -0.47


two | 10
Properties=species:S:1:pos:R:3:mulliken_charge:R:1 method="wB97M-V/def2-TZVPD" homo_energy_ev=-9.620 orbital_gap_ev=8.00 smiles="O=C1N=N/C(=C/O)O1" multiplicity=1
C -0.141 -1.451 1.357 -0.04
C 0.352 -0.660 0.264 0.41
C 0.119 1.143 -0.887 0.57
H -1.102 -0.321 2.391 0.32
H -0.239 -2.574 1.107 0.31
N 0.667 0.134 -1.844 -0.25
N 0.472 -0.924 -1.101 -0.15
O -0.900 -1.181 2.376 -0.38
O 0.169 0.734 0.494 -0.29
O -0.345 2.226 -1.281 -0.50


Short version: two is the least stable of them.


one | 13
Properties=species:S:1:pos:R:3:mulliken_charge:R:1 method="wB97M-V/def2-TZVPD" homo_energy_ev=-9.266 orbital_gap_ev=10.26 smiles="C[C@]12CN1NN=N2" multiplicity=1
C 0.183 -0.918 0.937 -0.63
C 0.345 0.236 0.104 0.91
C 1.409 1.054 -0.566 -1.20
N -1.154 1.102 0.387 -0.24
N -2.033 0.346 0.022 -0.21
N -1.654 -0.779 -0.668 -0.09
N -0.266 -0.931 -0.542 -0.41
H 0.946 -1.573 1.035 0.32
H -0.589 -0.867 1.737 0.28
H 2.383 0.570 -0.251 0.30
H 1.433 2.078 -0.207 0.38
H 1.141 1.332 -1.559 0.29
H -2.144 -1.650 -0.427 0.30


two | 13
Properties=species:S:1:pos:R:3:mulliken_charge:R:1 method="wB97M-V/def2-TZVPD" homo_energy_ev=-7.852 orbital_gap_ev=8.70 smiles=Nc1cnc(N)[nH]1 multiplicity=1
C 1.008 0.225 0.003 0.20
C 0.440 1.529 0.046 -0.45
C -1.213 0.075 0.019 0.30
H 2.916 -0.358 -0.766 0.29
H 2.644 -0.283 1.037 0.30
H 1.081 2.344 -0.117 0.37
H -3.218 0.147 0.015 0.30
H -2.643 -1.466 -0.436 0.27
H 0.145 -1.695 0.123 0.32
N 2.298 -0.630 0.083 -0.58
N -0.975 1.337 -0.020 -0.60
N -2.459 -0.565 0.179 -0.51
N -0.024 -0.659 -0.168 -0.20


Short version: one is the least stable of them.


one | 13
Properties=species:S:1:pos:R:3:mulliken_charge:R:1 method="wB97M-V/def2-TZVPD" homo_energy_ev=-8.898 orbital_gap_ev=8.68 multiplicity=1
C -0.077 0.251 -0.198 0.09
N 0.344 1.296 -0.915 -0.53
C 1.645 -1.268 0.225 0.05
C -2.419 0.011 0.415 -0.27
N 0.308 -0.893 0.235 -0.50
N -1.476 0.673 -0.097 -0.12
N 2.699 -0.579 0.424 -0.62
H 1.305 1.345 -1.223 0.23
H -0.957 1.643 -0.811 0.53
H 2.483 0.407 0.587 0.24
H 1.775 -2.340 0.079 0.36
H -3.405 0.452 0.497 0.26
H -2.225 -0.997 0.780 0.29


two | 13
Properties=species:S:1:pos:R:3:mulliken_charge:R:1 method="wB97M-V/def2-TZVPD" homo_energy_ev="-8.369 / -8.269" orbital_gap_ev="8.16 / 8.39" multiplicity=1
C 0.204 -0.199 0.730 -0.42
C -0.965 -1.069 0.120 0.37
C 0.194 1.256 0.433 -0.94
N -1.210 -2.401 0.418 -0.24
N -0.681 -3.166 -0.416 -0.30
N -0.191 -2.501 -1.448 0.10
N -0.410 -1.103 -1.261 -0.38
H 1.167 -0.821 0.713 0.24
H -1.885 -0.584 0.216 0.33
H 0.843 1.642 -0.360 0.28
H 0.677 1.687 1.274 0.36
H -0.803 1.661 0.453 0.31
H -0.054 -2.926 -2.401 0.29


Short version: two is the least stable of them.


one | 12
Properties=species:S:1:pos:R:3:mulliken_charge:R:1 method="wB97M-V/def2-TZVPD" homo_energy_ev=-9.199 orbital_gap_ev=8.80 multiplicity=1
C 2.329 0.604 -0.272 -0.02
C -2.331 -0.340 -0.394 -0.59
C -1.287 -1.147 0.353 -0.19
C -1.377 0.254 0.759 -0.12
N 2.743 1.737 -0.579 -0.48
Cl 2.062 0.089 1.311 -0.15
H -2.045 0.115 -1.314 0.27
H -3.341 -0.149 0.012 0.25
H -1.676 -1.859 1.191 0.19
H -0.343 -1.479 -0.224 0.19
H 2.108 -0.087 -1.003 0.39
H 3.157 2.261 0.162 0.26


two | 12
Properties=species:S:1:pos:R:3:mulliken_charge:R:1 method="wB97M-V/def2-TZVPD" homo_energy_ev="-8.755 / -8.148" orbital_gap_ev="8.81 / 7.19" multiplicity=1
C 1.738 1.518 -0.581 -0.77
C 0.782 0.571 -0.568 0.59
C -1.715 -0.714 0.249 -1.01
C -0.459 -0.946 0.820 -0.06
N 0.778 -0.286 0.474 -0.43
Cl -0.243 0.444 -1.950 -0.25
H 1.827 2.259 -1.428 0.26
H 2.191 1.597 0.348 0.35
H -1.854 -0.244 -0.658 0.40
H -2.491 -1.239 0.624 0.36
H -0.577 -0.972 1.994 0.28
H 0.022 -1.988 0.675 0.28


three | 12
Properties=species:S:1:pos:R:3:mulliken_charge:R:1 method="wB97M-V/def2-TZVPD" homo_energy_ev=-8.798 orbital_gap_ev=9.76 smiles="ClC1=CCNC1" multiplicity=1
C -0.644 -0.063 -0.958 0.31
C 0.664 0.284 -0.952 -0.41
C 1.289 -0.005 0.317 -0.39
C -1.176 -0.664 0.394 -0.33
H 1.322 0.938 -1.533 0.34
H 1.624 1.059 0.880 0.17
H 2.250 -0.668 0.466 0.25
H -0.070 0.546 1.606 0.29
H -2.167 -0.016 0.315 0.19
H -1.481 -1.700 0.463 0.26
N 0.068 -0.289 1.152 -0.48
Cl -1.678 0.578 -2.150 -0.20


Short version: one is the least stable of them.